190
Properties=species:S:1:pos:R:3:mulliken_charge:R:1 method="wB97M-V/def2-TZVPD" de_lowest_ev=3.046 energy_ev=-104103.532 largest_force_ev_per_a=2.6 smiles=COCCNCCOC.COCCNCCOC.COCCNCCOC.COCCNCCOC.COCCNCCOC.OCCO.OCCO.OCCO.OCCO.OCCO.OCCO.OCCO gap_ev=8.4
C 0.4107 3.6579 -1.9123 -0.95
O 1.3121 3.9018 -0.8030 0.18
C 1.4038 5.2618 -0.4254 0.04
C 2.1898 6.1386 -1.3808 -1.27
N 3.6380 5.7711 -1.3859 0.12
C 4.3276 6.6516 -2.2917 -0.91
C 5.8180 6.2139 -2.3859 -0.50
O 6.4469 6.5770 -1.1857 -0.34
C 7.6451 5.9802 -0.8893 -0.75
H -0.5965 3.9821 -1.6506 0.30
H 0.4961 2.5780 -2.0333 0.17
H 0.7032 4.0610 -2.8818 0.33
H 1.7757 5.3059 0.5983 -0.45
H 0.3826 5.6112 -0.2729 0.50
H 2.0908 7.1784 -1.0689 0.50
H 1.7373 6.0989 -2.3716 0.40
H 4.1187 5.9294 -0.5119 0.15
H 4.2344 7.6663 -1.9045 0.44
H 3.9557 6.5577 -3.3120 0.43
H 6.2169 6.6364 -3.3081 0.47
H 5.8239 5.1454 -2.6014 0.22
H 8.4115 6.2087 -1.6299 0.32
H 7.6373 4.8964 -0.7736 0.25
H 8.0412 6.3464 0.0579 0.27
C -3.6748 -3.1026 5.5393 -0.81
O -3.4274 -3.3355 4.2000 -0.36
C -3.8987 -2.3330 3.3365 -0.81
C -3.5222 -2.7382 1.9183 0.60
N -4.5204 -3.6930 1.3930 -0.50
C -3.9853 -4.1875 0.1295 0.10
C -4.9530 -5.1344 -0.5201 -0.93
O -5.0759 -6.2895 0.2791 -0.39
C -6.2734 -6.9983 -0.1424 -0.78
H -3.2246 -3.8899 6.1439 0.28
H -4.7322 -3.2309 5.7706 0.35
H -3.3226 -2.1542 5.9448 0.26
H -3.4585 -1.3770 3.6201 0.34
H -4.9805 -2.3095 3.4672 0.54
H -2.5420 -3.2101 1.8509 0.50
H -3.4613 -1.8347 1.3116 -0.72
H -4.5293 -4.5168 1.9772 0.35
H -3.0779 -4.7758 0.2658 0.32
H -3.8224 -3.3839 -0.5888 -0.05
H -4.6924 -5.4463 -1.5315 0.43
H -5.9156 -4.6323 -0.6170 0.38
H -6.6395 -7.7447 0.5626 0.29
H -5.9235 -7.6206 -0.9661 0.31
H -7.1640 -6.4348 -0.4204 0.30
C 2.7268 5.7880 3.8532 -0.61
O 2.9533 4.5194 4.4305 -0.37
C 1.7651 3.7317 4.5466 0.27
C 2.1692 2.2988 4.9341 -0.51
N 1.0774 1.3957 5.3186 -0.47
C 0.2705 0.9823 4.1480 0.86
C -0.6808 -0.1534 4.6493 -0.31
O -0.0934 -1.4535 4.8974 -0.51
C 0.5390 -2.2224 3.8533 0.04
H 2.3048 6.4767 4.5851 0.38
H 2.1156 5.8213 2.9512 0.10
H 3.6651 6.3136 3.6758 0.29
H 1.1579 3.6264 3.6476 -0.45
H 1.1606 4.0854 5.3818 0.34
H 2.8156 2.3091 5.8117 0.58
H 2.7583 1.8126 4.1565 -0.19
H 1.5281 0.5735 5.6939 0.40
H 0.9162 0.6391 3.3396 0.05
H -0.3764 1.7649 3.7516 -0.27
H -1.4168 -0.3017 3.8592 -0.47
H -1.2542 0.1617 5.5211 0.39
H 1.3295 -1.6601 3.3564 -0.17
H -0.2249 -2.6514 3.2048 0.11
H 1.1297 -3.0305 4.2849 0.20
C -3.8486 -0.8254 -4.0063 -0.61
O -5.1214 -0.7280 -3.4270 -0.50
C -5.1794 -1.4306 -2.1944 0.96
C -6.5155 -1.0014 -1.5571 -1.09
N -6.6003 0.4789 -1.3979 -0.15
C -7.6966 1.0060 -0.5509 -0.63
C -7.8382 2.5014 -0.8319 -0.46
O -8.1410 2.6886 -2.2326 -0.39
C -9.5646 2.4386 -2.5827 -0.67
H -3.1387 -0.3540 -3.3267 0.20
H -3.9086 -0.3967 -5.0067 0.33
H -3.5593 -1.8562 -4.2115 0.22
H -4.3713 -1.0800 -1.5523 -0.79
H -5.1266 -2.5026 -2.3842 0.52
H -6.6440 -1.3333 -0.5269 0.42
H -7.1898 -1.5416 -2.2216 0.44
H -6.6376 0.9485 -2.2913 0.30
H -7.4505 0.8689 0.5020 0.30
H -8.6789 0.5769 -0.7489 0.41
H -6.9195 2.9560 -0.4611 0.10
H -8.5446 2.9818 -0.1549 0.44
H -9.8172 1.3890 -2.4326 0.29
H -9.6984 2.5531 -3.6584 0.27
H -10.1793 3.2096 -2.1182 0.29
C 3.6096 -1.6265 -2.1490 -0.35
O 4.3041 -2.1814 -3.2807 -0.24
C 5.3439 -1.4032 -3.8047 -0.53
C 5.9297 -2.1359 -5.0748 -0.70
N 6.2742 -3.5355 -4.6644 -0.42
C 6.0928 -4.5886 -5.6631 -0.91
C 4.6214 -4.9541 -5.9595 -0.35
O 3.9988 -5.4875 -4.8124 -0.32
C 2.6415 -5.8630 -5.0736 -0.81
H 2.9372 -2.3488 -1.6862 -0.24
H 2.9422 -0.8045 -2.4076 0.26
H 4.3250 -1.3397 -1.3782 0.37
H 6.0914 -1.3705 -3.0121 0.33
H 4.9871 -0.4025 -4.0485 0.41
H 6.7894 -1.6166 -5.4984 0.41
H 5.2134 -2.1189 -5.8962 0.28
H 5.6797 -3.5408 -3.8480 0.35
H 6.4908 -5.5225 -5.2663 0.34
H 6.6568 -4.3963 -6.5757 0.39
H 4.4982 -5.6580 -6.7826 0.47
H 4.0299 -4.0588 -6.1511 0.30
H 2.0554 -6.1860 -4.2132 0.23
H 2.4931 -6.7128 -5.7399 0.36
H 2.1500 -4.9526 -5.4167 0.34
C -5.1463 1.9075 2.0881 -0.93
C -4.5060 0.6175 1.5771 0.91
O -4.2531 0.6862 0.2286 -0.66
O -4.2371 3.0231 2.0389 -0.41
H -5.3813 1.8355 3.1500 0.33
H -5.9725 2.1968 1.4386 0.14
H -5.1420 -0.2616 1.6805 0.30
H -3.6146 0.3358 2.1374 -0.37
H -5.1040 0.6695 -0.2157 0.00
H -4.6547 3.7066 1.5098 0.19
C -0.6210 -4.5977 -2.9678 -0.85
C 0.5207 -3.6221 -2.7086 -0.59
O 0.1713 -2.9463 -1.5029 0.39
O -1.8870 -3.9408 -2.9645 -0.37
H -0.6733 -5.3718 -2.2021 0.33
H -0.4599 -5.0365 -3.9525 0.52
H 0.5490 -2.8693 -3.4963 0.31
H 1.4792 -4.1368 -2.6415 0.35
H -0.7070 -2.5811 -1.6324 -0.15
H -2.5104 -4.5367 -3.3863 0.25
C 3.9082 -0.1168 2.7385 0.90
C 5.2774 -0.0744 3.3295 -0.94
O 5.4498 -1.1271 4.2491 -0.60
O 3.8932 -1.0529 1.6644 -0.55
H 3.6281 0.8715 2.3740 -0.40
H 3.2257 -0.4713 3.5109 0.30
H 5.4460 0.7907 3.9707 0.30
H 6.0853 -0.1638 2.6033 0.43
H 5.5927 -1.9078 3.7089 0.33
H 3.0651 -0.9736 1.1852 0.15
C 4.1533 1.7999 -0.3523 0.08
C 4.9411 2.4738 -1.4437 -0.52
O 4.2136 2.9753 -2.5536 -0.63
O 3.3398 2.6613 0.4243 -0.12
H 4.8333 1.2542 0.3019 0.28
H 3.4489 1.0811 -0.7710 0.05
H 5.7122 1.8090 -1.8330 0.62
H 5.4743 3.3092 -0.9899 0.02
H 3.6148 3.6183 -2.1668 0.15
H 2.6235 2.9481 -0.1470 0.04
C -1.7746 5.6916 2.3378 -0.58
C -1.1778 4.3490 1.9085 0.66
O -1.6999 3.2980 2.6632 -0.49
O -1.5093 6.8260 1.5828 -0.54
H -1.6137 5.9044 3.3946 0.33
H -2.8634 5.6908 2.2862 0.22
H -0.0893 4.3597 1.9657 -0.25
H -1.2997 4.1074 0.8526 0.09
H -2.5554 3.0466 2.3076 0.31
H -1.8955 7.6039 1.9918 0.31
C 2.8378 -5.3348 2.3598 -0.39
C 2.3940 -4.5475 1.1070 -0.05
O 1.0319 -4.2055 1.0689 -0.39
O 4.2669 -5.5611 2.2342 -0.53
H 2.2838 -6.2688 2.4535 0.38
H 2.5786 -4.6855 3.1960 0.00
H 2.5211 -5.1287 0.1937 0.42
H 3.0011 -3.6804 0.8470 0.07
H 0.8518 -4.0863 0.1335 -0.05
H 4.5021 -6.4914 2.2604 0.31
C -0.9047 0.3861 0.5249 0.45
C 0.6059 0.2548 0.0515 -1.13
O 1.3404 -0.8196 0.6235 1.86
O -1.8035 -0.3520 -0.3148 0.36
H -1.2740 1.4094 0.5914 0.29
H -1.0216 -0.0284 1.5262 -0.44
H 1.1016 1.1893 0.3147 0.15
H 0.5431 0.1791 -1.0340 0.09
H 0.9411 -1.5933 0.2190 -0.74
H -2.6203 0.1524 -0.3034 -0.18